1.
Entry from OMol25: a structure of composition C24H45FHgN2O12 at a distorted geometry (ωB97M-V/def2-TZVPD).

Cartesian coordinates (Å):
Hg  -1.10048  -3.55639  1.61068
C  -3.50601  -1.83863  -0.57498
C  -3.76842  -3.30924  -0.31734
O  -2.70905  -4.03841  0.17304
H  -4.38601  -1.32759  -0.97467
H  -2.60403  -1.66600  -1.15745
H  -3.36153  -1.31977  0.38100
H  -4.12662  -3.78177  -1.25096
H  -4.72304  -3.43972  0.22636
C  -0.96857  0.44393  0.24816
C  0.20084  -0.41177  0.70521
O  -0.10145  -1.58254  1.36710
H  -0.56038  1.42770  0.00844
H  -1.78889  0.46032  0.96650
H  -1.36065  -0.00401  -0.66546
H  0.94048  0.13106  1.32168
H  0.80354  -0.58825  -0.21375
C  -2.55440  2.90323  2.44817
N  -1.11083  2.76493  2.81135
O  -0.31994  3.20781  2.00470
O  -0.83024  2.26997  3.88036
H  -2.55651  2.60765  1.40475
H  -2.83264  3.95164  2.55289
H  -3.17966  2.38146  3.16311
C  1.56473  0.46249  -2.95347
N  1.85979  0.03960  -4.35069
O  1.12397  -0.81305  -4.81414
O  2.82634  0.49645  -4.91635
H  1.14866  -0.33294  -2.34380
H  0.82422  1.25785  -2.99971
H  2.51737  0.78276  -2.54425
O  -4.43216  5.97778  -1.55248
C  -4.66023  4.87847  -1.97887
O  -3.70915  4.00341  -2.32928
C  -2.39203  4.24582  -1.85484
C  -1.56977  2.99761  -2.13960
C  -6.03696  4.28727  -2.11692
H  -2.40374  4.41981  -0.77647
H  -1.87270  5.07948  -2.33070
H  -0.52878  3.05744  -1.82822
H  -1.55857  2.89438  -3.22677
H  -2.04763  2.17292  -1.61498
H  -6.75144  5.00150  -1.71089
H  -6.12862  3.45749  -1.41454
H  -6.24837  4.04338  -3.15362
O  0.60999  -3.75194  3.22809
C  1.71374  -3.87027  3.71231
O  2.42972  -2.83570  4.10774
C  1.78706  -1.54548  4.16618
C  0.60839  -1.50331  5.12937
C  2.43645  -5.17440  3.85809
H  1.49290  -1.24468  3.15785
H  2.56299  -0.85983  4.49998
H  0.87111  -2.00020  6.06175
H  -0.30647  -1.86581  4.66704
H  0.37280  -0.45539  5.32879
H  1.78563  -6.00071  4.12171
H  3.19114  -5.02720  4.62988
H  2.97382  -5.36771  2.92815
O  0.70000  -4.78281  0.64225
C  1.42938  -5.38762  -0.11151
O  2.41140  -4.81436  -0.79132
C  2.37486  -3.36902  -0.86365
C  3.14809  -2.74749  0.29084
C  1.18749  -6.80944  -0.53476
H  1.35737  -2.99730  -0.70882
H  2.65546  -3.04165  -1.86069
H  4.15967  -3.15265  0.35213
H  2.58202  -2.89404  1.20715
H  3.26860  -1.67904  0.10207
H  0.14696  -7.09988  -0.39149
H  1.78033  -7.57745  -0.04319
H  1.30851  -6.83216  -1.61781
F  3.71965  5.43477  -4.11362
C  3.31188  4.90922  -2.94808
C  4.04107  3.87179  -2.40170
C  3.53500  3.17003  -1.31424
C  2.32168  3.52735  -0.74454
C  1.63818  4.61284  -1.26616
C  2.11421  5.30450  -2.37498
H  5.03750  3.57363  -2.69980
H  4.08259  2.28914  -1.00348
H  1.92820  2.93709  0.07381
H  0.66154  4.83395  -0.85403
H  1.54862  6.12765  -2.78964

Atoms 1-6, force components in eV/Å:
Hg -1.14 1.36 -1.63
C -0.26 0.33 0.98
C -1.15 0.18 -0.48
O 1.37 -0.68 0.98
H 0.11 -0.19 -0.49
H -0.15 -0.10 -0.28

The net charge is 0. The HOMO energy comes out at -8.0811 eV.



2.
Entry from OMol25: a structure of composition C24H45N3S3W at a distorted geometry (ωB97M-V/def2-TZVPD).

Cartesian coordinates (Å):
W  0.41932  0.13407  0.32713
C  -1.82518  0.39345  0.82846
C  -1.45363  -0.85614  1.43471
C  -1.11503  -1.75222  0.32180
C  -1.22463  -0.98730  -0.86957
C  -1.75714  0.32218  -0.58191
C  -2.49932  1.28124  -1.49679
C  -3.96371  0.79322  -1.37820
C  -2.38608  2.72806  -0.98499
C  -2.08590  1.21101  -2.97727
C  -0.81951  -3.25383  0.23657
C  0.64279  -3.52636  0.65392
C  -0.98071  -3.72894  -1.22052
C  -1.81288  -4.07120  1.07495
C  -1.84736  -1.05232  2.90907
C  -1.10253  -2.14833  3.71057
C  -3.35704  -1.40682  2.82431
C  -1.73620  0.28151  3.68167
H  -2.31530  1.19683  1.35232
H  -1.23705  -1.42991  -1.85584
H  -4.31513  0.80570  -0.34529
H  -4.08276  -0.21530  -1.77800
H  -4.59923  1.46415  -1.95609
H  -2.98528  2.89336  -0.08923
H  -2.76203  3.41366  -1.74357
H  -1.34890  3.00006  -0.76181
H  -1.83664  0.20214  -3.31360
H  -1.27627  1.90393  -3.23105
H  -2.93029  1.53508  -3.58450
H  1.31789  -2.77142  0.21519
H  0.95618  -4.49687  0.26922
H  0.78204  -3.55048  1.73406
H  -0.18279  -3.36976  -1.87572
H  -1.95441  -3.45420  -1.63059
H  -0.93495  -4.81645  -1.22949
H  -1.78760  -3.84931  2.13403
H  -1.57827  -5.12927  0.96074
H  -2.82835  -3.92071  0.70493
H  -0.38918  -2.71807  3.12509
H  -1.81947  -2.85203  4.13131
H  -0.56708  -1.71714  4.55518
H  -3.50743  -2.43901  2.51472
H  -3.90168  -0.75393  2.13929
H  -3.79114  -1.28339  3.81658
H  -0.76475  0.76121  3.55001
H  -1.87283  0.07913  4.74273
H  -2.51627  0.99508  3.41565
N  4.67160  3.71260  -1.88693
C  3.57366  3.18225  -0.98049
C  4.00411  1.90803  -0.23740
C  3.74505  0.57445  -0.97328
N  2.76044  -0.31116  -0.22983
C  3.24546  0.77222  -2.39392
C  2.01788  1.66743  -2.42786
N  0.84648  0.88963  -1.85970
C  2.24423  3.02752  -1.73478
H  5.55892  3.79858  -1.37966
H  4.44030  4.65406  -2.22231
H  4.85269  3.13757  -2.71260
H  3.44570  3.97219  -0.24040
H  3.45881  1.90605  0.70477
H  5.05905  1.97624  0.03735
H  4.67765  0.01138  -1.01668
H  3.19941  -0.50749  0.66815
H  2.80945  -1.20988  -0.71581
H  3.02138  -0.19712  -2.84946
H  4.03713  1.18907  -3.01946
H  1.76156  1.85725  -3.47116
H  0.77326  0.07562  -2.47215
H  0.00641  1.42262  -2.08903
H  1.44830  3.19093  -1.01140
H  2.14106  3.83399  -2.46423
S  2.06156  0.60797  5.06927
C  1.80306  -0.06262  3.74009
S  0.68966  2.07320  1.26896
S  1.57942  -0.99688  2.43977

Atoms 1-6, force components in eV/Å:
W 3.09 3.48 0.74
C -0.31 -0.40 -0.26
C -0.52 0.18 -0.02
C -0.25 -0.24 -0.14
C -0.90 -0.03 0.21
C -0.36 -0.28 0.36

The net charge is +4. The HOMO energy (alpha / beta) comes out at -20.9743 / -20.9743 eV.



3.
Entry from OMol25: a cluster of 4 separate species, C24H46BF4N4O4 in total at a distorted geometry (ωB97M-V/def2-TZVPD).

Cartesian coordinates (Å):
C  5.83429  9.87783  8.04966
O  6.67144  10.94197  8.38282
C  6.04291  12.11084  8.87401
C  7.09021  13.22836  8.92086
N  7.85767  13.34915  7.64601
H  8.34422  14.22739  7.64124
H  8.60663  12.66328  7.65199
C  7.01282  13.17842  6.41785
C  7.66276  14.09478  5.31643
O  7.81498  15.31072  5.99420
C  7.82460  16.41878  5.08582
H  6.00583  8.98919  8.72761
H  6.05237  9.61020  7.00027
H  4.72657  9.97896  8.14057
H  5.66536  11.99577  9.86702
H  5.20390  12.51069  8.18987
H  7.85681  13.05814  9.70267
H  6.56128  14.12504  9.12954
H  6.03380  13.52596  6.43182
H  6.97271  12.15281  6.11919
H  7.01101  14.16662  4.42166
H  8.63278  13.65611  4.92702
H  7.63499  17.25764  5.69085
H  7.09428  16.37414  4.27856
H  8.83407  16.45719  4.79269
C  10.84438  4.13509  7.58483
O  11.35700  5.46820  7.66451
C  12.73636  5.44983  7.90388
C  12.91821  5.39127  9.44213
N  12.04841  6.50650  9.98620
H  11.06273  6.26311  9.57181
H  12.10628  6.33849  10.98730
C  12.44599  7.86768  9.52783
C  11.66431  9.08132  10.11249
O  10.31425  8.98721  10.08421
C  9.81558  8.96097  8.72049
H  11.61500  3.41293  7.75827
H  10.38099  4.03612  6.65731
H  10.12373  4.06692  8.43567
H  13.13186  6.36411  7.52524
H  13.27242  4.63971  7.44864
H  13.91098  5.49212  9.88740
H  12.56446  4.47453  9.99020
H  12.20160  7.77693  8.41228
H  13.50715  8.03142  9.74261
H  11.97670  10.02017  9.63096
H  11.94154  9.25601  11.13951
H  8.71726  8.99179  8.84531
H  10.14172  8.03695  8.18937
H  10.28153  9.80812  8.16647
C  15.39583  11.22433  5.55958
N  15.70759  12.68169  5.60086
C  16.92646  13.01997  5.19443
C  17.36944  14.28670  5.35854
C  16.48579  15.28113  5.84837
C  15.22842  14.87911  6.29655
C  14.84588  13.58020  6.00051
C  16.95639  16.68167  6.08378
C  17.35745  17.14961  7.38384
C  17.87341  18.43803  7.44503
N  18.01262  19.18805  6.30357
C  17.67137  18.81938  5.12722
C  17.18918  17.51466  4.97825
C  18.29788  20.65935  6.49677
H  14.37971  11.07068  5.11752
H  15.49694  10.91531  6.59985
H  16.03271  10.59836  4.95000
H  17.59096  12.24657  4.81465
H  18.36456  14.58610  5.03028
H  14.48524  15.61607  6.60832
H  13.88843  13.27327  6.27994
H  17.19923  16.56311  8.30171
H  18.07226  18.85542  8.37295
H  17.75229  19.54114  4.30153
H  16.84746  17.20075  3.96385
H  18.79983  20.78849  7.44421
H  17.39038  21.31712  6.56230
H  18.83916  21.01145  5.58599
B  11.51249  12.40812  6.63180
F  10.25291  12.23179  7.21275
F  11.37824  12.35002  5.25568
F  11.98473  13.66956  7.09156
F  12.38602  11.37978  7.17417

Atoms 1-6, force components in eV/Å:
C -0.94 -2.28 -0.07
O -0.17 1.16 0.49
C 0.07 1.03 -1.73
C 0.64 -1.33 0.71
N -1.75 -0.85 0.32
H 0.03 0.94 -0.37

The net charge is +3. The HOMO energy comes out at -15.6633 eV.